Record 1
ORCA calculation (wB97M-V/def2-TZVPD) on C2H3N3S in the gas phase.

Atoms and positions in Å:
C 0.7560 -1.1155 -0.0138
C -1.3413 0.2251 -0.0039
N -0.3960 -1.5786 0.0195
N 0.9824 0.2626 -0.1491
N -0.2475 0.9382 -0.0695
S -2.9084 0.3972 0.0698
H 1.6609 -1.7183 0.0140
H 1.7163 0.6663 0.4269
H -0.2223 1.9230 -0.2940

Atoms 1-3, force components in eV/Å:
C 0.404 0.505 0.012
C 1.566 -3.213 0.173
N -2.329 2.386 0.039

As for the total charge: 0. The energy relative to the best compared isomer or geometry (same formula, charge and spin) comes out at 61.4 kcal/mol. For the HOMO energy, the calculation gives -8.474 eV. The value obtained for the total energy is -640.36194 a.u. The LUMO energy comes out at 0.5 eV.

Record 2
ORCA calculation (wB97M-V/def2-TZVPD) on a molecular structure, C24H56ClN8O12Pt.

Atoms and positions in Å:
Pt 5.9015 -4.3758 0.7309
Cl 1.5969 -0.5996 -0.0107
O 2.8015 -1.3612 -0.1917
O 1.5902 0.4735 -0.9187
O 0.4340 -1.4389 -0.1661
O 1.6411 -0.0671 1.3345
C -2.2204 3.6562 6.0547
C -2.5792 2.8996 7.2963
O -3.5648 3.3021 7.9514
N -1.9311 1.8137 7.6544
C -0.7000 1.2695 7.0497
H -3.0564 4.0679 5.4894
H -1.6631 3.0003 5.3859
H -1.4938 4.3941 6.3950
H -2.2709 1.2857 8.4455
H -0.4390 0.3270 7.5310
H 0.0963 1.9537 7.3426
H -0.6565 1.1092 5.9725
C 2.0675 -3.9553 5.1348
C 2.2925 -4.9099 3.9806
O 3.3167 -4.9046 3.3736
N 1.3110 -5.7745 3.7072
C 1.2060 -6.7185 2.5973
H 2.1385 -2.9173 4.8100
H 2.8854 -4.2277 5.8020
H 1.1288 -4.1522 5.6525
H 0.5716 -5.7224 4.3933
H 2.1162 -7.3181 2.5851
H 1.2432 -6.1745 1.6534
H 0.3216 -7.3394 2.7404
C -5.9189 -1.1846 -0.0347
C -6.1246 0.2340 0.4744
O -6.9245 0.9822 -0.0783
N -5.4779 0.6814 1.5733
C -4.5628 -0.0819 2.3613
H -4.9377 -1.5960 0.2019
H -5.9606 -1.0920 -1.1200
H -6.7251 -1.8987 0.1334
H -5.5752 1.6733 1.7370
H -4.5692 0.2913 3.3854
H -3.6349 -0.1157 1.7903
H -4.8906 -1.1214 2.3720
C 1.8910 4.8847 2.9964
C 2.8412 4.7303 4.1687
O 3.1462 5.7166 4.8191
N 3.2996 3.4840 4.3550
C 4.2040 3.1067 5.4369
H 0.9331 5.3528 3.2233
H 1.5464 3.9170 2.6318
H 2.3773 5.4212 2.1817
H 2.8811 2.7808 3.7631
H 5.2020 3.4687 5.1897
H 4.2604 2.0311 5.6037
H 3.8515 3.5226 6.3807
C 4.8126 -8.9944 -2.5494
C 4.3713 -7.5562 -2.6348
O 4.5575 -6.7860 -1.6710
N 3.9107 -7.2151 -3.8241
C 3.4593 -5.8522 -4.0495
H 5.8074 -8.9559 -2.1056
H 4.9488 -9.3319 -3.5769
H 4.1623 -9.6211 -1.9391
H 4.1604 -7.7237 -4.6602
H 2.6413 -5.8586 -4.7699
H 4.2657 -5.1730 -4.3262
H 3.0561 -5.4756 -3.1095
C -3.9150 -3.7366 -4.8777
C -3.9308 -4.5933 -6.1430
O -2.8436 -4.9895 -6.6498
N -5.0859 -4.8100 -6.7000
C -5.3627 -5.5900 -7.9174
H -4.2536 -2.7069 -4.9930
H -2.8849 -3.5896 -4.5530
H -4.4715 -4.2287 -4.0800
H -5.9017 -4.3665 -6.3027
H -6.0944 -5.0010 -8.4704
H -5.6924 -6.5846 -7.6169
H -4.4764 -5.5575 -8.5510
C -1.4854 8.0516 -1.3641
C -1.7099 6.7305 -2.1380
O -1.3535 6.6828 -3.2860
N -2.2406 5.7070 -1.4489
C -2.3184 4.3442 -2.0131
H -2.2683 8.7919 -1.5292
H -0.5545 8.5544 -1.6261
H -1.3449 7.7700 -0.3205
H -2.8022 5.9151 -0.6357
H -3.3717 4.1864 -2.2449
H -1.9930 3.5768 -1.3107
H -1.7604 4.1317 -2.9250
C 3.8007 5.6796 -2.7901
C 4.1405 5.5677 -4.2542
O 5.2941 5.7657 -4.6623
N 3.1028 5.4431 -5.1085
C 3.2525 5.4625 -6.6019
H 2.9458 5.0127 -2.6781
H 3.4233 6.6563 -2.4875
H 4.5383 5.2608 -2.1055
H 2.2338 5.7873 -4.7258
H 3.1269 4.4926 -7.0833
H 4.2782 5.7276 -6.8580
H 2.6079 6.2160 -7.0543

Atoms 1-3, force components in eV/Å:
Pt -0.474 -0.393 -0.025
Cl -3.485 -1.994 -1.520
O 0.815 -0.111 0.662

As for the total charge: +1. For the HOMO energy (spin up / spin down), the calculation gives -10.568 / -10.568 eV. The value obtained for the total energy is -2867.72237 a.u. The LUMO energy (spin up / spin down) comes out at -7.6 / -8.4 eV. The multiplicity is 3.

Record 3
ORCA calculation (wB97M-V/def2-TZVPD) on a molecular structure, C33H52GaN8O7SSi.

Atoms and positions in Å:
Ga -0.2020 0.0531 0.3132
N -3.9036 -1.6656 -1.1416
C -2.8607 -1.8094 -0.3127
N -1.9205 -0.9588 -0.6646
C -2.4572 -0.2808 -1.7165
N -3.6599 -0.7086 -2.0297
C -1.7618 0.8086 -2.3572
C -2.2718 1.4385 -3.4988
N -1.6735 2.4849 -4.0264
C -0.5627 2.9082 -3.4462
C -0.0202 2.2614 -2.3428
N -0.6225 1.2159 -1.7913
H -4.7870 -2.1556 -1.1578
H -2.8042 -2.5047 0.5048
H -3.1732 1.0764 -3.9723
H -0.0903 3.7780 -3.8743
H 0.9019 2.5998 -1.8955
S 2.8175 -1.8679 -2.7431
C 1.5512 -2.9351 -2.2894
C 0.6755 -2.3026 -1.4677
N 0.9845 -1.0089 -1.2080
C 2.0790 -0.6492 -1.8065
H 1.5321 -3.9412 -2.6560
H -0.1980 -2.7286 -1.0085
H 2.5071 0.3317 -1.7377
C 3.0178 7.8450 -0.4614
C 2.5759 7.3222 0.9018
N 2.9569 5.9327 1.1452
C 3.9362 5.6948 2.1866
C 5.3562 6.0371 1.7332
C 2.3081 4.9930 0.4367
O 1.4493 5.2636 -0.3910
C 2.5978 3.5310 0.6603
C 3.8470 2.9323 0.7937
C 3.9080 1.5521 0.9115
C 2.7440 0.8067 0.8374
N 1.5600 1.3700 0.6128
C 1.4906 2.6910 0.5481
H 2.7775 8.9026 -0.5284
H 2.4888 7.3187 -1.2509
H 4.0877 7.7226 -0.6079
H 1.4847 7.3882 0.9601
H 3.0128 7.9267 1.6974
H 3.8740 4.6542 2.5076
H 3.6751 6.3165 3.0496
H 5.6012 5.5312 0.8014
H 6.0690 5.7361 2.4965
H 5.4574 7.1066 1.5722
H 4.7541 3.5147 0.7930
H 4.8593 1.0613 1.0427
H 2.7256 -0.2648 0.9774
H 0.5152 3.1339 0.3887
C -1.7890 2.9070 2.8773
O -0.9759 2.0236 2.0945
C -1.5762 1.3067 1.1532
O -2.7578 1.3514 0.9130
H -1.1570 3.2917 3.6736
H -2.6414 2.3717 3.2965
H -2.1517 3.7211 2.2474
C 3.6192 -3.4775 3.8218
C 3.6938 -2.2577 2.9064
C 4.6669 -1.2207 3.4814
C 4.1394 -2.6977 1.5056
O 2.4291 -1.6196 2.7902
Si 0.9220 -2.2039 2.5860
O 0.2426 -1.2330 1.4751
O 1.0319 -3.7341 2.0506
C 0.1261 -4.8220 2.1622
C -1.2514 -4.3824 1.6706
C 0.6684 -5.9405 1.2654
C 0.0310 -5.2911 3.6144
O 0.0160 -2.2393 3.9268
C -0.1343 -1.3573 5.0269
C 0.6473 -1.9603 6.1980
C -1.6305 -1.2921 5.3507
C 0.4039 0.0334 4.7063
H 4.6040 -3.9211 3.9479
H 2.9452 -4.2063 3.3855
H 3.2365 -3.1879 4.7963
H 5.6927 -1.5404 3.3189
H 4.5028 -1.0954 4.5478
H 4.5119 -0.2599 2.9986
H 4.9697 -3.3959 1.5689
H 4.4513 -1.8447 0.9041
H 3.2988 -3.1906 1.0230
H -1.1691 -4.0715 0.6313
H -1.5788 -3.5430 2.2785
H -1.9651 -5.1978 1.7468
H 0.7951 -5.5765 0.2485
H -0.0201 -6.7802 1.2522
H 1.6320 -6.2913 1.6233
H -0.3144 -4.4696 4.2329
H 1.0072 -5.6048 3.9724
H -0.6633 -6.1233 3.6972
H 0.2557 -2.9466 6.4316
H 0.5826 -1.3337 7.0833
H 1.6926 -2.0587 5.9150
H -2.0223 -2.2919 5.5198
H -2.1767 -0.8441 4.5235
H -1.7904 -0.6983 6.2454
H 1.4760 -0.0179 4.5390
H 0.1990 0.7106 5.5305
H -0.0597 0.4140 3.7995

Atoms 1-3, force components in eV/Å:
Ga 0.014 0.365 -0.396
N 0.373 -0.199 0.435
C -0.065 -0.022 0.054

As for the total charge: +1. The energy relative to the best compared isomer or geometry (same formula, charge and spin) comes out at 0.0 kcal/mol. For the HOMO energy, the calculation gives -11.264 eV. The value obtained for the total energy is -4866.00244 a.u. The LUMO energy comes out at -2.7 eV.

Which value of total charge does entry 1 give?
0

Number 3 is which compound?
C33H52GaN8O7SSi

Look up the total charge of the first one.
0